Record 1
{"formula": "C4H10N2O2", "method": "ωB97M-V/def2-TZVPD", "species": ["O", "C", "H", "C", "O", "H", "N", "H", "H", "H", "H", "H", "H", "N", "C", "H", "H", "C"], "coordinates": [[0.17442, 1.29094, 1.20132], [-0.92791, 0.16252, 1.24222], [1.07226, -1.41203, 1.56431], [0.07647, 1.60251, -1.22929], [1.96198, 0.68649, -0.17626], [0.22605, -2.55438, 0.74808], [-1.01324, -1.04472, -0.94049], [-0.40710, -1.30921, -1.70864], [0.48512, 2.60844, -1.15470], [-1.88304, 0.59046, 0.94221], [0.40533, 1.14568, -2.15779], [-1.00691, 1.64376, -1.20431], [-1.60310, -1.83949, -0.71430], [0.69289, -1.65760, 0.65569], [0.60727, 0.81348, -0.04761], [-0.92391, -0.20427, 2.26794], [2.29277, 0.11471, 0.52907], [-0.22934, -0.63728, 0.18255]], "mulliken_charge": [-0.504, -0.963, 0.234, -1.368, -0.523, 0.236, -0.614, 0.266, 0.387, 0.329, 0.313, 0.325, 0.253, -0.736, 0.658, 0.305, 0.383, 1.021], "smiles": "C[C@@]1(O)OCC1(N)N", "relative_energy_ev": 2.548, "largest_force_ha_per_bohr": 0.05534, "homo_energy_ev": -9.1, "spin_multiplicity": 1, "energy_ha": -418.367310}

Record 2
{"formula": "C3H7OP", "method": "ωB97M-V/def2-TZVPD", "species": ["C", "C", "H", "C", "H", "H", "P", "H", "H", "H", "H", "O"], "coordinates": [[0.22639, 0.79127, 1.15023], [0.85246, 1.63302, 0.33042], [1.07972, 2.66361, 0.58882], [-1.40757, -0.70378, -1.18764], [0.23602, 0.96276, 2.20062], [0.86150, 1.43601, -0.65661], [-0.34678, -0.76351, 0.24915], [0.90909, -0.90710, -0.45764], [-2.48097, -0.81797, -0.78120], [-0.06838, -1.97103, 1.17942], [-1.84849, -2.04624, -2.29816], [-0.92684, -1.82948, -1.98663]], "mulliken_charge": [-0.134, -0.696, 0.249, -0.349, 0.371, 0.304, 0.044, 0.084, 0.144, 0.089, 0.313, -0.420], "smiles": "C=C[PH2]=CO", "relative_energy_ev": 4.637, "largest_force_ha_per_bohr": 0.06695, "homo_energy_ev": -7.1, "spin_multiplicity": 1, "energy_ha": -534.907793}

Record 3
{"formula": "C6H25NO8", "method": "ωB97M-V/def2-TZVPD", "species": ["H", "O", "H", "H", "H", "O", "H", "H", "H", "C", "H", "C", "H", "H", "C", "H", "C", "H", "H", "H", "C", "H", "H", "H", "H", "H", "C", "H", "O", "O", "O", "H", "H", "O", "H", "N", "O", "H", "H", "O"], "coordinates": [[-0.43470, -1.33365, 3.56444], [1.15648, -2.96548, 1.85698], [-2.83140, 0.38291, -0.35848], [1.23092, 0.51639, -1.68329], [-1.80704, 1.37182, -2.06476], [1.10194, 1.58570, 3.53177], [-2.41618, 2.36142, -1.07791], [0.16541, -0.65339, -1.52722], [-3.60119, -1.10917, -2.01157], [-0.62617, -1.55026, 2.48854], [3.19664, -1.96283, 0.99921], [0.66796, 0.17063, 0.32152], [3.04347, -0.98715, -1.58687], [0.62923, 3.45622, -1.92507], [2.17568, -1.26291, -0.89353], [1.43838, 0.82714, 3.12975], [0.93570, -0.37527, -1.02727], [0.21479, 3.70811, -0.23651], [-4.20983, 1.35708, -0.28406], [3.39556, -0.29299, 0.77345], [2.62535, -1.11446, 0.59841], [-1.26721, -2.28285, 2.56764], [-2.56720, -2.10689, -1.19549], [-1.09816, -2.59383, -2.09238], [1.67846, -2.24812, -1.10377], [-0.30881, 0.28531, 0.43862], [0.75159, -1.84299, 1.77194], [0.31640, 2.94970, 0.99932], [0.77023, 3.60295, 0.47288], [-2.88491, -1.15746, -1.37870], [-3.36960, 1.06099, 0.06582], [0.42976, 1.22311, 4.00954], [1.97372, 3.11248, -2.23707], [-1.09082, -3.55485, -2.32309], [-0.40510, -3.96493, -1.95572], [1.39195, -0.71450, 1.26763], [-1.65815, 2.26840, -1.70385], [-1.08583, -0.66187, 1.95712], [1.19627, 1.19328, 0.51084], [1.17641, 3.30221, -2.65882]], "mulliken_charge": [0.223, -0.580, 0.326, 0.039, 0.234, -0.624, 0.385, 0.529, 0.279, -1.047, 0.456, -0.456, 0.353, 0.238, -0.191, 0.331, -0.862, 0.315, 0.295, 0.374, -0.911, 0.480, 0.320, 0.306, 0.077, 0.738, 0.632, 0.323, -0.625, -0.616, -0.677, 0.305, 0.318, -0.635, 0.312, 0.007, -0.543, 0.181, 0.016, -0.626], "smiles": "CC(=O)N1CCCC1.O.O.O.O.O.O.O", "relative_energy_ev": 3.439, "largest_force_ha_per_bohr": 0.16438, "homo_energy_ev": -9.8, "spin_multiplicity": 1, "energy_ha": -900.175225}

Record 4
{"formula": "C33H34N4O5SSbSe5Tl", "method": "ωB97M-V/def2-TZVPD", "species": ["C", "H", "H", "O", "N", "C", "C", "H", "H", "C", "C", "C", "H", "C", "H", "H", "H", "H", "C", "N", "N", "C", "H", "Se", "Se", "H", "H", "O", "S", "C", "H", "C", "H", "C", "Se", "C", "H", "H", "H", "H", "H", "N", "Sb", "C", "C", "H", "C", "C", "Se", "C", "C", "C", "C", "H", "H", "C", "C", "H", "H", "Tl", "H", "H", "H", "O", "C", "C", "H", "O", "C", "O", "H", "C", "C", "C", "C", "C", "H", "H", "H", "H", "C", "H", "Se", "C"], "coordinates": [[12.80145, 16.85544, 12.06032], [17.27933, 15.10114, 5.34478], [11.82528, 9.81158, 11.18750], [8.81943, 11.78502, 10.96807], [10.41112, 14.08751, 9.36360], [11.56534, 19.30163, 12.01784], [10.90478, 9.49179, 7.56415], [11.48387, 11.60429, 6.22204], [10.59935, 9.41482, 6.55482], [9.41587, 16.08344, 8.40997], [13.51120, 17.96841, 11.58368], [11.45315, 10.67190, 8.10270], [10.05608, 13.69116, 11.30696], [13.86562, 18.22031, 7.01257], [11.05063, 15.68618, 6.44571], [10.45543, 7.46506, 8.00423], [14.05216, 11.23864, 7.18886], [15.97804, 17.77625, 6.71214], [11.00030, 14.73478, 7.02442], [12.66818, 12.80912, 7.45433], [11.83638, 10.76676, 9.36493], [12.55774, 18.37993, 5.00751], [15.45774, 17.10936, 11.65468], [7.29598, 11.63804, 9.94008], [5.28291, 9.18511, 12.74029], [11.56409, 18.58231, 4.63397], [9.35630, 16.72744, 7.57155], [8.88671, 9.42009, 12.13201], [15.12320, 17.26719, 9.36586], [16.80116, 14.54745, 6.14677], [11.17666, 20.29567, 11.93184], [14.99655, 17.92320, 6.22514], [14.39488, 19.38880, 8.77932], [10.31686, 14.99445, 8.36147], [7.30617, 9.45316, 9.31794], [11.46209, 16.96191, 12.47312], [8.18779, 17.28061, 9.69732], [11.00308, 7.65053, 10.44573], [13.11570, 14.80013, 7.49693], [10.38597, 14.07272, 6.41926], [15.21171, 13.75485, 4.94100], [15.51878, 13.26593, 8.26213], [7.15524, 8.35345, 11.53010], [9.77498, 14.34308, 10.51615], [10.79797, 8.39536, 8.39187], [9.80107, 18.35852, 12.68390], [9.00192, 15.50829, 10.64603], [11.52490, 11.90369, 7.28636], [8.41079, 6.39374, 11.13996], [13.88494, 12.26156, 6.83050], [12.84696, 19.19031, 11.52149], [13.68936, 18.20496, 4.20871], [15.09988, 13.14405, 7.02590], [13.64928, 12.12096, 5.76592], [15.83009, 17.86504, 4.23953], [14.04377, 18.40103, 8.51656], [14.91069, 17.88136, 11.07258], [13.28189, 15.88822, 12.03705], [16.93514, 14.17592, 9.41535], [13.10970, 12.95580, 10.05920], [13.06878, 18.28769, 9.02564], [13.53848, 18.22301, 3.12782], [18.15603, 15.22180, 7.72185], [8.07533, 11.45603, 13.59135], [10.84340, 18.21826, 12.45887], [12.63285, 18.36870, 6.39600], [13.32032, 20.10293, 11.13472], [14.44302, 15.94072, 9.33191], [12.39462, 14.17883, 6.96667], [10.63073, 11.42028, 12.72411], [12.63623, 14.11046, 5.90536], [11.56722, 9.74290, 10.18520], [15.68492, 13.78144, 5.91485], [11.10137, 8.51252, 9.74711], [17.27222, 14.62832, 7.43966], [14.92251, 17.97133, 4.81396], [10.61101, 12.48133, 7.45826], [10.87791, 16.08770, 12.83147], [11.75095, 18.47849, 7.01429], [8.71058, 15.75342, 11.62368], [16.54134, 14.02980, 8.44017], [15.45474, 18.82775, 11.09785], [9.08505, 11.03238, 12.47160], [8.77798, 16.39539, 9.60205]], "mulliken_charge": [-0.073, 0.440, 0.737, 0.151, 0.523, -0.600, -1.084, 0.169, 0.544, -0.880, 0.415, 0.155, 0.708, 0.227, 0.377, 0.484, 0.445, 0.362, -1.596, 1.185, 0.237, -0.496, 0.455, -0.019, -0.470, 0.423, 0.592, -0.471, 0.380, -0.330, 0.375, -0.184, 0.607, 0.827, -0.240, -0.439, 0.491, 0.405, 0.355, 0.364, 0.407, -0.175, 0.896, -0.727, -0.533, 0.440, -1.304, -0.631, -0.540, -1.043, -0.347, -0.531, 0.366, 0.469, 0.452, -0.975, -1.385, 0.383, 0.456, 0.975, 0.211, 0.391, 0.376, -0.602, -0.703, -0.125, 0.311, -0.295, -0.588, -0.617, 0.273, -0.735, -0.744, -0.647, -0.461, -0.740, 0.270, 0.516, 0.396, 0.781, -0.354, 0.589, 1.123, -0.829], "relative_energy_ev": 0.000, "largest_force_ha_per_bohr": 0.04979, "homo_energy_ev": -7.4, "spin_multiplicity": 1, "energy_ha": -14691.116658}

Number 1: lowest unoccupied orbital energy 0.759 eV. Number 2: lowest unoccupied orbital energy 0.396 eV. Number 3: lowest unoccupied orbital energy -0.186 eV. Number 4: lowest unoccupied orbital energy -0.146 eV.